Record 1
A structure of composition C35H77F3Mn2N10O17S at a distorted geometry. Source: the OMol25 dataset; level of theory: ωB97M-V with the def2-TZVPD basis set.

Calculated values
Frontier orbital gap (spin up / spin down) in eV: 6.7010 / 7.6066

```
! wB97M-V def2-TZVPD RIJCOSX def2/J DEFGRID3
* xyz 0 11
Mn -0.448 -1.244 2.221
Mn -0.755 -0.389 -1.991
C 0.016 -2.893 6.186
F -1.092 -3.516 6.064
F 0.490 -2.945 7.394
F 1.002 -3.400 5.366
S -0.155 -1.049 5.699
O 1.153 -0.464 5.973
O -0.430 -1.202 4.294
O -1.248 -0.495 6.559
C 0.283 0.205 0.227
O 0.430 0.892 -0.789
O -0.472 -0.695 0.092
O 0.641 0.357 1.407
C -1.901 -2.757 -4.851
C -2.120 -3.105 -3.425
C -1.280 -4.339 -2.923
O -2.039 -2.031 -2.510
H -0.910 -2.359 -5.071
H -2.619 -2.000 -5.167
H -2.007 -3.614 -5.517
H -3.166 -3.404 -3.359
H -1.592 -4.758 -1.966
H -0.233 -4.049 -2.828
H -1.229 -5.229 -3.550
C -1.663 -4.233 2.505
O -1.424 -3.041 2.143
N -1.131 -5.266 1.806
C -1.706 -6.543 2.149
C -0.099 -5.159 0.789
H -2.299 -4.494 3.365
H -1.916 -6.666 3.212
H -0.987 -7.343 1.975
H -2.543 -6.803 1.502
H 0.653 -5.939 0.906
H -0.568 -5.357 -0.175
H 0.424 -4.203 0.777
C -3.378 0.127 3.019
O -2.330 -0.410 2.540
N -3.468 1.480 3.127
C -4.655 2.190 3.625
C -2.238 2.320 2.863
H -4.311 -0.379 3.314
H -4.843 3.100 3.055
H -4.462 2.515 4.647
H -5.509 1.513 3.594
H -1.438 1.837 2.302
H -2.472 3.244 2.334
H -1.819 2.706 3.792
C -3.218 1.499 -0.935
O -2.345 0.980 -1.618
N -3.136 2.753 -0.531
C -4.259 3.353 0.052
C -2.018 3.704 -0.770
H -4.138 1.040 -0.543
H -4.777 3.934 -0.712
H -3.999 4.079 0.823
H -5.045 2.709 0.448
H -1.516 3.984 0.156
H -1.181 3.255 -1.304
H -2.326 4.599 -1.311
C 3.385 1.261 3.685
O 4.513 1.054 3.253
N 3.164 2.425 4.306
C 1.801 2.767 4.795
C 4.127 3.555 4.214
H 2.558 0.540 3.781
H 1.248 3.562 4.296
H 1.867 3.092 5.834
H 1.080 1.949 4.792
H 4.321 4.004 5.188
H 5.114 3.279 3.842
H 3.960 4.308 3.444
C 3.798 4.089 -3.473
O 4.305 4.756 -4.386
N 2.459 4.227 -3.229
C 1.726 3.193 -2.448
C 1.663 5.416 -3.641
H 4.267 3.252 -2.933
H 1.076 3.477 -1.620
H 2.377 2.386 -2.113
H 1.065 2.772 -3.206
H 1.152 5.810 -2.762
H 2.277 6.186 -4.110
H 0.963 5.094 -4.411
C 2.021 -2.224 -2.655
O 1.198 -1.401 -2.459
N 2.566 -2.528 -3.847
C 3.621 -3.511 -3.933
C 2.147 -1.859 -5.137
H 2.335 -2.941 -1.881
H 3.335 -4.400 -4.495
H 4.036 -3.865 -2.989
H 4.430 -2.993 -4.448
H 1.228 -1.276 -5.068
H 2.973 -1.332 -5.616
H 1.878 -2.642 -5.845
C -0.724 1.209 -4.846
O -0.482 0.471 -3.891
N 0.085 1.652 -5.814
C -0.355 2.684 -6.725
C 1.438 1.235 -5.958
H -1.749 1.569 -5.026
H -1.410 2.724 -6.994
H 0.085 2.410 -7.684
H -0.028 3.710 -6.557
H 1.577 0.703 -6.900
H 2.106 2.096 -5.945
H 1.740 0.642 -5.095
C -4.844 -1.809 0.014
O -5.565 -0.858 0.326
N -4.899 -3.035 0.617
C -3.908 -4.094 0.403
C -5.894 -3.253 1.733
H -4.172 -1.843 -0.857
H -2.948 -3.740 0.028
H -4.356 -4.764 -0.331
H -3.824 -4.607 1.361
H -5.457 -3.586 2.675
H -6.627 -2.453 1.827
H -6.594 -4.054 1.496
C 0.902 4.333 1.844
O 0.179 5.258 2.241
N 2.149 4.446 1.269
C 2.915 3.285 1.034
C 2.937 5.645 1.060
H 0.609 3.279 1.967
H 2.341 2.366 1.149
H 3.773 3.204 1.702
H 3.350 3.203 0.038
H 3.026 5.924 0.010
H 2.441 6.587 1.296
H 3.852 5.473 1.627
C 2.567 -2.519 2.762
O 1.397 -2.182 2.615
N 3.535 -2.185 1.874
C 3.199 -1.439 0.643
C 4.956 -2.217 2.245
H 3.038 -2.945 3.661
H 3.527 -0.408 0.773
H 2.132 -1.595 0.482
H 3.644 -1.899 -0.239
H 5.405 -1.227 2.169
H 5.215 -2.645 3.214
H 5.498 -2.836 1.530
*
```

=====

Record 2
A cluster of 5 separate species, C35H79N5O5 in total at a distorted geometry. Source: the OMol25 dataset; level of theory: ωB97M-V with the def2-TZVPD basis set.

Calculated values
Frontier orbital gap (spin up / spin down) in eV: 6.5985 / 2.4590

```
! wB97M-V def2-TZVPD RIJCOSX def2/J DEFGRID3
* xyz 1 2
C 0.803 11.311 0.686
C 2.138 10.571 0.383
C 1.930 9.354 -0.518
O 3.108 8.637 -0.818
C 2.844 7.380 -1.354
N 2.961 11.515 -0.382
H 0.962 12.082 1.440
H 0.089 10.642 1.167
H 0.500 11.785 -0.248
H 2.609 10.183 1.287
H 1.357 9.642 -1.400
H 1.146 8.756 -0.056
H 3.824 6.956 -1.569
H 2.300 7.399 -2.298
H 2.495 6.604 -0.672
H 3.101 12.320 0.212
H 3.833 11.007 -0.347
C 1.203 0.301 -1.718
C -0.044 0.573 -0.864
C -0.650 1.863 -1.496
O 0.230 2.929 -1.302
C -0.215 4.209 -1.843
N -0.939 -0.534 -0.907
H 1.769 1.182 -2.022
H 1.098 -0.308 -2.615
H 1.858 -0.394 -1.192
H 0.130 0.815 0.184
H -1.690 2.031 -1.214
H -0.695 1.705 -2.574
H -0.183 4.223 -2.933
H 0.441 4.927 -1.351
H -1.192 4.534 -1.486
H -0.426 -1.362 -0.640
H -1.639 -0.375 -0.197
C 8.025 -2.939 -5.521
C 6.557 -2.984 -5.072
C 6.473 -4.339 -4.257
C 5.195 -4.368 -3.448
C 5.005 -3.261 -2.445
C 5.007 -1.925 -3.345
N 6.191 -1.822 -4.255
O 6.323 -0.610 -4.875
C 3.601 -1.819 -3.952
C 5.103 -0.744 -2.319
C 5.654 -3.122 -6.295
H 8.215 -2.182 -6.282
H 8.261 -3.831 -6.101
H 8.687 -2.803 -4.665
H 6.495 -5.247 -4.860
H 7.212 -4.426 -3.460
H 5.195 -5.203 -2.747
H 4.337 -4.605 -4.077
H 5.868 -3.355 -1.786
H 4.005 -3.324 -2.015
H 2.846 -1.595 -3.198
H 3.638 -0.984 -4.651
H 3.352 -2.729 -4.498
H 5.949 -0.853 -1.641
H 5.202 0.251 -2.753
H 4.165 -0.621 -1.777
H 4.573 -3.112 -6.156
H 5.883 -4.062 -6.798
H 5.870 -2.305 -6.983
H 6.976 -0.207 -4.299
C -5.168 -5.550 1.285
C -3.694 -5.685 0.645
C -3.288 -4.200 0.376
C -2.962 -3.557 1.750
C -1.765 -4.255 2.397
C -2.128 -5.754 2.707
N -2.652 -6.394 1.433
O -3.023 -7.721 1.573
C -0.816 -6.529 3.218
C -3.138 -5.808 3.970
C -3.904 -6.338 -0.778
H -5.891 -5.300 0.508
H -5.354 -4.843 2.093
H -5.565 -6.529 1.556
H -2.506 -3.992 -0.354
H -4.170 -3.746 -0.074
H -3.673 -3.331 2.544
H -2.539 -2.580 1.518
H -1.579 -3.863 3.397
H -0.839 -4.256 1.822
H -0.359 -6.856 2.284
H -0.213 -5.749 3.683
H -1.111 -7.384 3.826
H -3.527 -6.825 4.022
H -2.761 -5.474 4.937
H -3.988 -5.155 3.773
H -4.946 -6.526 -1.038
H -3.402 -7.293 -0.928
H -3.415 -5.712 -1.523
H -2.241 -8.141 1.208
C -3.011 2.651 5.339
C -2.829 2.380 3.818
C -2.106 1.026 3.658
C -3.056 -0.089 3.722
C -4.017 0.087 2.490
C -4.926 1.348 2.609
N -4.077 2.466 3.017
O -4.787 3.660 3.150
C -5.533 1.741 1.216
C -6.021 1.079 3.649
C -1.914 3.565 3.375
H -3.423 3.614 5.638
H -2.003 2.644 5.754
H -3.627 1.908 5.846
H -1.284 1.006 2.942
H -1.531 0.879 4.572
H -3.489 -0.053 4.721
H -2.421 -0.962 3.573
H -4.669 -0.772 2.329
H -3.361 0.195 1.626
H -4.801 1.836 0.413
H -6.158 0.909 0.891
H -6.255 2.552 1.310
H -6.685 1.904 3.908
H -6.612 0.198 3.399
H -5.668 0.893 4.663
H -1.041 3.562 4.028
H -2.352 4.560 3.295
H -1.474 3.482 2.381
H -5.170 3.738 4.027
*
```

=====

Result set for calculated total energy: -168883.1292, -55248.3926 eV, one per record in the order listed.